Entry 1:
Formula: C2H4INO
Source: the OMol25 dataset
Level of theory: ωB97M-V/def2-TZVPD

Positions of all 9 atoms, in Å:
C -0.3556 -0.5377 -0.3877
C 0.4676 0.6598 -0.2372
N -1.2756 -0.6989 0.4246
O -0.1590 1.6255 0.5376
I 0.5267 -1.9880 -1.8168
H 0.9835 1.1078 -0.9602
H 1.6374 0.0768 0.5358
H -1.7490 -1.5643 0.4792
H -0.0760 1.3189 1.4246

Forces on atoms 1 to 6 (eV/Å):
0.40 -1.06 -0.20
2.01 -1.77 5.55
0.07 0.36 -0.04
0.59 0.44 -0.95
-0.55 0.54 0.56
1.59 1.30 -3.54

Calculated values
**Energy**: -13774.53233 eV
**LUMO level**: 0.0037 Ha
**F_max**: 6.2 eV/A
**Frontier orbital gap**: 0.36705 hartree
**Charge**: 0
**ΔE to the lowest compared entry with this formula, charge and spin**: 43.6 kcal/mol

These are the Mulliken partial charges, in e, on atoms 1 to 8: atom 1 (C): 0.378, atom 2 (C): -0.677, atom 3 (N): -0.529, atom 4 (O): -0.479, atom 5 (I): -0.009, atom 6 (H): 0.512, atom 7 (H): 0.208, atom 8 (H): 0.270

***

Entry 2:
Formula: C2H4INO2S
Source: the OMol25 dataset
Level of theory: ωB97M-V/def2-TZVPD

Positions of all 11 atoms, in Å:
H -0.4477 -0.9614 -0.9694
N -1.3566 -0.7782 -0.6347
C -1.8706 0.2823 -0.2778
S -3.5379 0.1771 0.2928
C -1.3838 1.7321 -0.2209
O -2.0775 2.6638 -0.0041
O -0.1114 1.8070 -0.5322
H -3.5935 1.4078 0.3538
H 0.2625 2.7755 -0.3325
I 4.3377 -0.4398 0.4621
H 3.8948 0.6502 -0.5992

Forces on atoms 1 to 6 (eV/Å):
1.30 0.79 -0.29
-0.42 -1.63 -0.09
-1.28 0.57 0.55
0.09 -3.42 -0.18
0.71 -1.14 -0.85
-0.87 1.38 0.58

Calculated values
**Energy**: -26658.73290 eV
**LUMO level**: 0.0048 Ha
**F_max**: 3.8 eV/A
**Frontier orbital gap**: 0.35275 hartree
**Charge**: 0
**ΔE to the lowest compared entry with this formula, charge and spin**: 21.2 kcal/mol
**SMILES**: [H]/N=C(/S)C(=O)O.I

These are the Mulliken partial charges, in e, on atoms 1 to 8: atom 1 (H): 0.236, atom 2 (N): -0.612, atom 3 (C): 0.528, atom 4 (S): -0.176, atom 5 (C): 0.533, atom 6 (O): -0.551, atom 7 (O): -0.445, atom 8 (H): 0.110

***

Entry 3:
Formula: C2H4INS
Source: the OMol25 dataset
Level of theory: ωB97M-V/def2-TZVPD

Positions of all 9 atoms, in Å:
C -0.5893 -0.5491 0.0521
C 0.4065 0.4509 0.2639
N -1.0817 -1.6110 -0.2621
S -2.7526 1.5048 -0.2848
I -4.1878 -0.2820 0.0752
H 0.2186 1.2186 -0.3479
H 1.4036 0.1154 0.0799
H 0.2458 0.8308 1.3452
H -2.0847 -1.7413 -0.2062

Forces on atoms 1 to 6 (eV/Å):
-2.22 -2.59 -1.87
0.08 -1.25 4.15
2.47 3.38 1.51
1.13 -0.43 0.21
-0.40 -0.56 0.01
-0.87 3.00 -2.31

Calculated values
**Energy**: -22562.32444 eV
**LUMO level**: -0.0359 Ha
**F_max**: 4.4 eV/A
**Frontier orbital gap**: 0.24147 hartree
**Charge**: 0
**ΔE to the lowest compared entry with this formula, charge and spin**: 45.6 kcal/mol

These are the Mulliken partial charges, in e, on atoms 1 to 8: atom 1 (C): 0.547, atom 2 (C): -0.901, atom 3 (N): -0.279, atom 4 (S): -0.512, atom 5 (I): 0.017, atom 6 (H): 0.311, atom 7 (H): 0.353, atom 8 (H): 0.295

***

Entry 4:
Formula: C2H4IOPS
Source: the OMol25 dataset
Level of theory: ωB97M-V/def2-TZVPD

Positions of all 10 atoms, in Å:
C -0.0694 0.4329 0.3037
C 0.4483 -0.5089 1.3642
O -2.2429 0.2001 -1.4490
P -1.5050 -0.6254 -0.5123
S -0.1260 0.6417 -3.3028
I 1.4220 0.6710 -1.5602
H -0.0421 1.4780 0.4268
H -0.2517 -1.2255 1.7516
H 1.1220 0.0530 2.0814
H 1.2449 -1.1169 0.8964

Forces on atoms 1 to 6 (eV/Å):
-0.68 -2.39 -1.53
3.51 1.29 -0.26
-1.06 0.70 -0.57
1.53 0.46 1.05
0.83 0.12 0.03
-1.12 -0.40 0.17

Calculated values
**Energy**: -32407.93537 eV
**LUMO level**: -0.0559 Ha
**F_max**: 3.7 eV/A
**Frontier orbital gap**: 0.24384 hartree
**Charge**: 0
**ΔE to the lowest compared entry with this formula, charge and spin**: 30.5 kcal/mol

These are the Mulliken partial charges, in e, on atoms 1 to 8: atom 1 (C): -0.732, atom 2 (C): -0.919, atom 3 (O): -0.326, atom 4 (P): 0.374, atom 5 (S): -0.425, atom 6 (I): 0.386, atom 7 (H): 0.655, atom 8 (H): 0.381

***

Entry 5:
Formula: C2H4IPS
Source: the OMol25 dataset
Level of theory: ωB97M-V/def2-TZVPD

Positions of all 9 atoms, in Å:
C 0.2883 0.8461 -0.4282
C 0.1153 2.0501 -1.2224
P 4.5065 -0.4912 2.0558
S 1.2195 -0.1494 0.3087
I 3.8694 1.6665 2.8924
H 1.0072 2.6267 -1.0148
H -0.8389 2.5011 -0.9030
H 0.1303 1.8190 -2.3202
H 3.9256 -1.3454 3.0806

Forces on atoms 1 to 6 (eV/Å):
-0.63 -1.00 0.04
0.17 -0.44 -0.35
-0.09 -0.53 0.10
0.22 0.07 -0.04
-0.07 -0.07 0.18
0.00 0.96 -0.10

Calculated values
**Energy**: -30360.23230 eV
**LUMO level (alpha / beta)**: -0.0525 / 0.0017 Ha
**F_max**: 1.2 eV/A
**Frontier orbital gap (alpha / beta)**: 0.20048 / 0.30896 hartree
**Charge**: 0
**ΔE to the lowest compared entry with this formula, charge and spin**: 68.0 kcal/mol

These are the Mulliken partial charges, in e, on atoms 1 to 8: atom 1 (C): 0.065, atom 2 (C): -0.548, atom 3 (P): -0.103, atom 4 (S): -0.238, atom 5 (I): 0.005, atom 6 (H): 0.258, atom 7 (H): 0.226, atom 8 (H): 0.260

***

Entry 6:
Formula: C2H4IrO3
Source: the OMol25 dataset
Level of theory: ωB97M-V/def2-TZVPD

Positions of all 10 atoms, in Å:
O -0.4597 0.6433 1.3865
C 0.6078 0.0476 1.2037
C 0.6672 -0.9050 0.0430
O -0.5901 -1.3349 -0.1684
H 1.4313 0.0793 1.9313
H 1.3357 -1.7711 0.2384
Ir -1.7566 0.3752 -0.0913
O -1.0866 1.0787 -1.6246
H -1.0742 2.0143 -1.8298
H 0.9253 -0.2274 -1.0890

Forces on atoms 1 to 6 (eV/Å):
1.86 0.44 1.88
-0.01 0.26 0.49
1.34 -0.07 -2.15
-0.18 -1.18 -0.34
-0.06 0.35 -0.09
0.10 0.63 -0.56

Calculated values
**Energy**: -11091.16122 eV
**LUMO level (alpha / beta)**: -0.4095 / -0.5311 Ha
**F_max**: 3.4 eV/A
**Multiplicity**: 6
**Frontier orbital gap (alpha / beta)**: 0.35486 / 0.26967 hartree
**Charge**: +2
**⟨S²⟩**: 8.77

These are the Mulliken partial charges, in e, on atoms 1 to 8: atom 1 (O): -0.460, atom 2 (C): 0.378, atom 3 (C): -0.435, atom 4 (O): -0.357, atom 5 (H): 0.420, atom 6 (H): 0.410, atom 7 (Ir): 1.763, atom 8 (O): -0.555

***

Entry 7:
Formula: C2H4KLiO
Source: the OMol25 dataset
Level of theory: ωB97M-V/def2-TZVPD

Positions of all 9 atoms, in Å:
C 0.4195 -0.5107 0.0327
H 1.1889 -1.2529 0.2536
C 0.7686 0.8901 0.3576
H 1.7515 1.0009 0.7980
H 0.4023 1.6237 -0.3500
O -0.8003 -0.7593 0.4163
Li -1.8627 -1.1678 -1.7182
K -1.7770 1.2133 1.7311
H -0.0910 -1.0373 -1.5212

Forces on atoms 1 to 6 (eV/Å):
-0.87 2.79 2.07
0.03 -0.35 -0.52
0.59 -1.65 -0.92
0.44 0.48 -0.61
0.09 0.36 0.11
-3.00 -1.49 -0.04

Calculated values
**Energy**: -20711.84158 eV
**LUMO level**: -0.0265 Ha
**F_max**: 3.6 eV/A
**Frontier orbital gap**: 0.17374 hartree
**Charge**: 0
**ΔE to the lowest compared entry with this formula, charge and spin**: 47.8 kcal/mol

These are the Mulliken partial charges, in e, on atoms 1 to 8: atom 1 (C): 0.371, atom 2 (H): 0.128, atom 3 (C): -1.248, atom 4 (H): 0.231, atom 5 (H): 0.211, atom 6 (O): -0.704, atom 7 (Li): 0.645, atom 8 (K): 0.699

***

Entry 8:
Formula: C2H4KO
Source: the OMol25 dataset
Level of theory: ωB97M-V/def2-TZVPD

Positions of all 8 atoms, in Å:
O -0.8346 -0.3709 -1.8812
K 0.7767 -1.0025 -0.2589
C -0.7297 1.3471 1.0500
C 0.3198 1.2883 1.8836
H -0.6701 1.9372 0.1305
H -1.6716 0.8553 1.3092
H 0.2662 0.7457 2.8307
H 1.2591 1.7971 1.6505

Forces on atoms 1 to 6 (eV/Å):
-0.02 0.07 0.04
0.07 -0.14 -0.07
0.53 0.27 0.59
-0.45 -0.03 -0.34
-0.19 -0.41 0.21
0.30 0.20 -0.28

Calculated values
**Energy**: -20507.54376 eV
**LUMO level (alpha / beta)**: -0.0192 / -0.0179 Ha
**F_max**: 0.8 eV/A
**Multiplicity**: 2
**Frontier orbital gap (alpha / beta)**: 0.26492 / 0.23394 hartree
**Charge**: 0
**ΔE to the lowest compared entry with this formula, charge and spin**: 14.8 kcal/mol
**⟨S²⟩**: 0.76

Per-atom Mulliken charges, elementary charge units: atom 1 (O): -0.892, atom 2 (K): 0.889, atom 3 (C): -0.588, atom 4 (C): -0.522, atom 5 (H): 0.271, atom 6 (H): 0.265, atom 7 (H): 0.270, atom 8 (H): 0.306

***

Entry 9:
Formula: C2H4MgNaO2
Source: the OMol25 dataset
Level of theory: ωB97M-V/def2-TZVPD

Positions of all 10 atoms, in Å:
O -2.9003 -1.4544 0.4340
H -3.7972 -1.6812 0.6718
C 0.4452 0.8911 -1.2985
C 1.3423 0.5383 -0.3550
O 1.0612 0.0061 0.8289
H -0.6337 0.8451 -1.1208
H 0.7891 1.3310 -2.2348
H 2.3947 0.8312 -0.5042
Mg 2.3585 -0.5168 2.3051
Na -1.0597 -0.7905 1.2737

Forces on atoms 1 to 6 (eV/Å):
0.48 0.20 0.28
-0.11 -0.03 0.03
0.15 0.15 0.16
-0.38 0.68 0.08
0.10 -0.14 0.08
0.34 -0.29 -0.16

Calculated values
**Energy**: -16096.12909 eV
**LUMO level**: 0.0896 Ha
**F_max**: 0.8 eV/A
**Frontier orbital gap**: 0.18454 hartree
**Charge**: -1
**ΔE to the lowest compared entry with this formula, charge and spin**: 2.3 kcal/mol

These are the Mulliken partial charges, in e, on atoms 1 to 8: atom 1 (O): -1.057, atom 2 (H): 0.108, atom 3 (C): -0.910, atom 4 (C): 0.285, atom 5 (O): -0.587, atom 6 (H): 0.162, atom 7 (H): 0.226, atom 8 (H): 0.290

***

Entry 10:
Formula: C2H4N2
Source: the OMol25 dataset
Level of theory: ωB97M-V/def2-TZVPD

Positions of all 8 atoms, in Å:
C 0.1916 0.9799 -0.1191
C 0.0715 -1.2304 0.3042
N -0.6145 1.4109 -1.2106
N -0.9914 1.7440 -0.0872
H 1.1893 1.3437 0.0393
H -0.9209 -1.4462 -0.0446
H 0.1826 -1.1820 1.3734
H 0.8918 -1.6199 -0.2553

Forces on atoms 1 to 6 (eV/Å):
0.58 -4.82 0.47
-0.06 4.49 -0.30
-0.20 0.25 -0.20
-0.70 0.49 0.08
0.16 0.30 0.16
-0.20 -0.17 -0.14

Calculated values
**Energy**: -5114.05400 eV
**LUMO level**: 0.0198 Ha
**F_max**: 4.9 eV/A
**Frontier orbital gap**: 0.36330 hartree
**Charge**: 0
**ΔE to the lowest compared entry with this formula, charge and spin**: 113.1 kcal/mol

Per-atom Mulliken charges, elementary charge units: atom 1 (C): 0.088, atom 2 (C): -0.850, atom 3 (N): -0.205, atom 4 (N): -0.213, atom 5 (H): 0.315, atom 6 (H): 0.297, atom 7 (H): 0.287, atom 8 (H): 0.281

***

Entry 11:
Formula: C2H4N2O
Source: the OMol25 dataset
Level of theory: ωB97M-V/def2-TZVPD

Positions of all 9 atoms, in Å:
N -3.6545 -0.2681 -0.2508
C -2.5477 -0.5036 -0.1514
C -1.2306 -0.3693 0.2814
O -0.9043 0.8443 0.3336
H -0.5958 -1.2858 0.4949
N 1.7263 0.1578 0.5299
H 1.3525 0.7332 -0.2220
H 2.5939 -0.2482 0.2769
H 1.8731 0.8377 0.9993

Forces on atoms 1 to 6 (eV/Å):
-1.93 -0.19 -0.57
-1.02 -0.41 0.07
3.13 3.13 0.25
-0.21 -3.69 0.24
-0.32 1.39 -0.02
-3.25 -9.25 -7.66

Calculated values
**Energy**: -7163.44801 eV
**LUMO level**: -0.0328 Ha
**F_max**: 14.2 eV/A
**Frontier orbital gap**: 0.35510 hartree
**Charge**: 0
**ΔE to the lowest compared entry with this formula, charge and spin**: 69.9 kcal/mol
**SMILES**: N#CC=O.N

These are the Mulliken partial charges, in e, on atoms 1 to 8: atom 1 (N): -0.313, atom 2 (C): 0.274, atom 3 (C): 0.120, atom 4 (O): -0.413, atom 5 (H): 0.321, atom 6 (N): -0.562, atom 7 (H): 0.208, atom 8 (H): 0.222

***

Entry 12:
Formula: C2H4N2O
Source: the OMol25 dataset
Level of theory: ωB97M-V/def2-TZVPD

Positions of all 9 atoms, in Å:
H -0.7876 1.6339 1.6752
N -0.3365 0.7776 1.3532
C -0.8528 0.3843 0.2710
N -0.3291 -0.7525 -0.4533
C 1.0492 -0.5082 -0.8375
O 1.9246 -0.2542 -0.0614
H -1.6966 0.8707 -0.2326
H -0.1942 -1.5238 0.2019
H 1.2229 -0.6277 -1.9165

Forces on atoms 1 to 6 (eV/Å):
-0.13 -0.13 0.05
-0.32 -0.04 -0.29
0.11 0.21 0.29
0.16 -0.12 0.21
0.62 0.13 0.12
-0.24 -0.16 -0.60

Calculated values
**Energy**: -7165.12457 eV
**LUMO level**: 0.0237 Ha
**F_max**: 0.7 eV/A
**Frontier orbital gap**: 0.39616 hartree
**Charge**: 0
**ΔE to the lowest compared entry with this formula, charge and spin**: 31.2 kcal/mol
**SMILES**: [H]/N=C/NC=O

These are the Mulliken partial charges, in e, on atoms 1 to 8: atom 1 (H): 0.248, atom 2 (N): -0.493, atom 3 (C): -0.016, atom 4 (N): -0.416, atom 5 (C): 0.045, atom 6 (O): -0.403, atom 7 (H): 0.367, atom 8 (H): 0.309